# 1
{"formula": "C6H4F10N", "method": "ωB97M-V/def2-TZVPD", "species": ["F", "N", "C", "C", "C", "F", "F", "C", "F", "F", "C", "F", "F", "C", "F", "F", "F", "H", "H", "H", "H"], "xyz": [[-1.625241, 2.103571, 2.830304], [-2.114192, 2.237743, 1.545624], [-0.861914, 2.001368, 0.690584], [-1.150316, 1.181296, -0.699354], [0.234400, 0.549824, -1.322175], [0.266115, 0.985373, -2.768629], [1.401563, 1.208421, -0.682442], [0.293819, -1.088657, -1.347191], [1.417938, -1.530465, -2.229913], [-0.960417, -1.535882, -2.061260], [0.266098, -1.809656, 0.124037], [0.250352, -3.297102, -0.141587], [-1.000252, -1.553738, 0.901218], [1.581423, -1.536661, 1.062456], [2.813192, -1.163883, 0.330161], [1.887167, -2.852973, 1.738018], [1.321951, -0.580655, 2.202734], [-0.150583, 1.334293, 1.354621], [-0.308005, 3.027213, 0.539522], [-1.995150, 0.352488, -0.585538], [-1.567948, 1.968079, -1.481192]], "atomic_forces_ev_per_a": [[1.2, -0.3, 3.0], [0.3, -0.5, -4.8], [-0.3, -0.5, 1.9], [-0.2, 0.6, -0.2], [-0.8, 2.6, -1.0], [0.5, -1.5, 3.4], [-2.7, -2.6, -2.0], [-0.7, 0.0, -2.6], [-3.3, 0.9, 3.2], [3.8, 1.2, 2.3], [-1.8, -2.5, 0.4], [0.1, 4.5, 0.7], [4.6, -0.6, -2.8], [2.2, -0.7, 3.2], [-4.6, -1.1, 2.5], [-0.8, 4.4, -2.1], [1.1, -3.4, -4.6], [-1.1, 1.2, -1.3], [-0.6, -1.9, -0.5], [2.0, 1.7, 0.0], [1.1, -1.9, 1.3]], "homo_lumo_gap_ev": 4.0, "max_force_ev_per_a": 5.76, "spin_multiplicity": 1, "homo_ev": -1.6, "charge": -1}

***

# 2
{"formula": "C38H39N8O10", "method": "ωB97M-V/def2-TZVPD", "species": ["C", "C", "C", "C", "C", "C", "C", "N", "N", "C", "N", "H", "H", "H", "H", "H", "H", "H", "H", "H", "H", "H", "H", "H", "H", "C", "C", "C", "C", "C", "C", "N", "O", "O", "H", "H", "H", "H", "H", "C", "C", "C", "C", "C", "C", "N", "O", "O", "H", "H", "H", "H", "H", "C", "C", "C", "C", "C", "C", "N", "O", "O", "H", "H", "H", "H", "H", "C", "C", "C", "C", "C", "C", "N", "O", "O", "H", "H", "H", "H", "H", "C", "C", "C", "C", "C", "C", "N", "O", "O", "H", "H", "H", "H", "H"], "xyz": [[4.832247, 3.095541, 1.472776], [5.037289, 1.963799, 0.457289], [4.122053, 0.758974, 0.701367], [4.455924, -0.453512, -0.188373], [2.647388, 1.041509, 0.620246], [1.833844, 0.628091, 1.658248], [0.477393, 0.878094, 1.593693], [0.003327, 1.507934, 0.530765], [0.698950, 1.899227, -0.509533], [2.002135, 1.678943, -0.483599], [2.652357, 2.116470, -1.645563], [4.164258, 3.876310, 1.100736], [5.782779, 3.592160, 1.679916], [4.460557, 2.721515, 2.429328], [6.061422, 1.590098, 0.540985], [4.960208, 2.366604, -0.554355], [4.305273, 0.452377, 1.736535], [5.534667, -0.535223, -0.300723], [4.068754, -1.368124, 0.264386], [3.998644, -0.389306, -1.181257], [2.253349, 0.123768, 2.520152], [-0.239019, 0.600471, 2.356567], [-0.994900, 1.690536, 0.480747], [2.906225, 3.096782, -1.617408], [3.475730, 1.566461, -1.852982], [-4.499874, 6.760775, 1.562958], [-5.183762, 5.736845, 0.921727], [-4.711327, 4.436918, 0.988367], [-3.553750, 4.198418, 1.707245], [-2.850130, 5.202724, 2.354534], [-3.334789, 6.495792, 2.274691], [-3.058494, 2.826182, 1.800836], [-3.661328, 1.942509, 1.224853], [-2.038016, 2.619360, 2.449058], [-4.877700, 7.772979, 1.510723], [-6.090977, 5.938612, 0.369845], [-5.241473, 3.640233, 0.491505], [-1.953373, 4.975295, 2.909866], [-2.807007, 7.296734, 2.773143], [-8.118814, -1.349792, 0.623228], [-7.023282, -0.521919, 0.832896], [-7.109326, 0.835132, 0.564067], [-8.304936, 1.333793, 0.080208], [-9.409086, 0.529986, -0.143933], [-9.307280, -0.822053, 0.135061], [-8.418063, 2.771542, -0.208217], [-7.442679, 3.476381, -0.006048], [-9.474809, 3.185342, -0.629093], [-8.044530, -2.405375, 0.843551], [-6.096804, -0.933795, 1.209934], [-6.263840, 1.487829, 0.724032], [-10.323601, 0.957574, -0.525418], [-10.156608, -1.469321, -0.033589], [3.895795, -6.452464, 3.671582], [5.073507, -6.087718, 3.032422], [5.313044, -4.759998, 2.720004], [4.353939, -3.822630, 3.060931], [3.172068, -4.160564, 3.696286], [2.947260, -5.492443, 4.000807], [4.610726, -2.411547, 2.742776], [5.643051, -2.132308, 2.172042], [3.763194, -1.587923, 3.056401], [3.717305, -7.490460, 3.917505], [5.809806, -6.837266, 2.778735], [6.222807, -4.456470, 2.225045], [2.450476, -3.399650, 3.950682], [2.032714, -5.780341, 4.500024], [-4.332785, -5.577055, -4.060007], [-5.517171, -4.926881, -4.380315], [-6.366757, -4.493115, -3.375391], [-6.001220, -4.722197, -2.061951], [-4.829261, -5.369016, -1.716227], [-3.991433, -5.799462, -2.732132], [-6.897830, -4.258644, -0.988761], [-7.935641, -3.720433, -1.312422], [-6.546648, -4.435021, 0.162289], [-3.674245, -5.914497, -4.849087], [-5.782985, -4.758074, -5.414525], [-7.294136, -3.989485, -3.601849], [-4.586555, -5.534560, -0.677637], [-3.072046, -6.312550, -2.485936], [8.891330, 2.781590, -2.377932], [8.673722, 2.997327, -3.733181], [7.802689, 2.181989, -4.440848], [7.166847, 1.157702, -3.764968], [7.387052, 0.905672, -2.424548], [8.253801, 1.731178, -1.730252], [6.198926, 0.309359, -4.486963], [6.038659, 0.515536, -5.668317], [5.608833, -0.538399, -3.841644], [9.558233, 3.431614, -1.827915], [9.174784, 3.809429, -4.241291], [7.611787, 2.340613, -5.491592], [6.882615, 0.083877, -1.941133], [8.428549, 1.557087, -0.676677]], "atomic_forces_ev_per_a": [[0.2, 0.1, -0.1], [0.1, 0.2, 0.1], [0.1, -0.1, -0.1], [-0.4, 0.1, -0.1], [-0.1, -0.1, 0.1], [0.1, 0.0, 0.0], [-0.2, 0.0, 0.0], [0.0, -0.2, 0.3], [0.0, 0.1, 0.1], [0.0, 0.2, -0.3], [0.3, -0.3, 0.3], [-0.2, -0.1, 0.1], [-0.1, 0.0, 0.0], [-0.1, 0.0, 0.0], [-0.1, -0.1, 0.0], [0.0, -0.1, 0.0], [0.0, 0.0, -0.1], [0.0, -0.1, 0.0], [0.1, 0.1, 0.0], [0.2, 0.1, 0.0], [0.0, 0.0, -0.1], [0.0, 0.1, -0.1], [0.0, 0.1, 0.0], [-0.3, 0.0, -0.2], [0.0, 0.1, 0.0], [0.0, 0.0, 0.0], [0.0, 0.1, 0.0], [0.0, 0.0, -0.1], [0.0, 0.0, 0.1], [0.0, 0.1, 0.0], [0.0, 0.0, 0.0], [0.0, 0.0, 0.1], [0.1, 0.0, -0.1], [0.1, 0.0, -0.2], [0.0, 0.0, 0.0], [0.0, 0.0, 0.0], [0.0, 0.0, 0.0], [0.0, 0.0, 0.0], [0.0, 0.0, 0.0], [0.0, 0.1, 0.1], [0.0, 0.0, 0.0], [0.1, 0.0, 0.0], [0.0, 0.0, 0.0], [0.0, 0.0, 0.0], [0.0, 0.0, 0.0], [-0.1, 0.1, 0.0], [0.1, 0.0, 0.0], [0.0, 0.0, 0.0], [0.0, 0.0, 0.0], [0.0, 0.0, 0.0], [0.0, 0.0, 0.0], [0.0, 0.0, 0.0], [0.0, 0.0, 0.0], [0.0, 0.0, 0.0], [0.0, 0.0, 0.0], [0.0, -0.1, 0.0], [0.0, 0.0, 0.0], [-0.1, 0.0, 0.0], [0.0, 0.0, 0.0], [0.0, -0.1, 0.0], [0.0, 0.1, 0.1], [0.0, 0.0, 0.0], [0.0, 0.0, 0.0], [0.0, 0.0, 0.0], [0.0, 0.0, 0.0], [0.0, 0.0, 0.0], [0.0, 0.0, 0.0], [0.0, 0.0, 0.0], [0.0, 0.0, 0.0], [0.0, 0.0, -0.1], [0.0, 0.0, 0.0], [0.1, 0.0, 0.0], [0.0, 0.0, 0.0], [0.0, 0.0, 0.0], [-0.1, -0.1, -0.1], [0.0, 0.0, 0.0], [0.0, 0.0, 0.0], [0.0, 0.0, 0.0], [0.0, 0.0, 0.0], [0.0, 0.0, 0.0], [0.0, 0.0, 0.0], [0.0, 0.0, -0.1], [0.0, 0.0, 0.0], [0.0, 0.1, 0.0], [0.0, 0.0, 0.0], [0.0, 0.0, 0.1], [0.1, 0.1, 0.1], [0.0, 0.0, 0.0], [0.0, 0.0, 0.0], [-0.1, 0.0, 0.0], [0.0, 0.0, 0.0], [0.0, 0.0, 0.0], [0.0, 0.0, 0.0], [0.0, 0.0, 0.0], [0.0, 0.0, 0.0]], "homo_lumo_gap_ev": 7.6, "max_force_ev_per_a": 0.52, "spin_multiplicity": 1, "homo_ev": -11.3, "charge": 1}

***

# 3
{"formula": "C5H8O2", "method": "ωB97M-V/def2-TZVPD", "species": ["O", "C", "C", "C", "C", "C", "O", "H", "H", "H", "H", "H", "H", "H", "H"], "xyz": [[-0.018865, -1.888935, -1.708890], [-0.699805, -0.662564, -1.513378], [-0.460491, -0.093079, -0.134858], [0.952677, 0.294190, 0.276360], [0.768872, 0.953640, 1.631009], [-0.436134, 1.041457, 2.151774], [-1.517842, 1.122720, 2.609731], [0.826854, -1.701688, -2.125877], [-1.768107, -0.882182, -1.633318], [-0.426179, 0.087073, -2.267288], [-0.833776, -0.823382, 0.596028], [1.645800, -0.552508, 0.355491], [1.354107, 0.984486, -0.480717], [-0.970055, 0.882811, -0.038479], [1.582943, 1.237961, 2.282412]], "atomic_forces_ev_per_a": [[0.2, -0.1, -0.2], [-0.2, 0.3, 0.0], [0.0, 0.0, 0.0], [0.0, 0.0, 0.0], [0.3, -0.1, 0.2], [-1.2, 0.2, 0.8], [1.6, 0.0, -0.5], [0.0, -0.1, 0.1], [0.2, 0.1, 0.0], [0.0, -0.2, -0.1], [-0.2, 0.3, -0.1], [-0.2, 0.1, 0.0], [0.1, 0.0, 0.3], [-0.6, -0.7, -0.2], [0.1, 0.1, -0.1]], "homo_lumo_gap_ev": 9.7, "max_force_ev_per_a": 1.65, "spin_multiplicity": 1, "homo_ev": -8.9, "smiles": "O=C=CCCCO"}

***

no.,E (hartree)
1,-1284.1838
2,-2661.2065
3,-345.7450